ORCA calculation (ωB97M-V/def2-TZVPD) on 4 unconnected molecules or ions with the total composition C4H16O4 at a distorted geometry.

Values from the calculation:
Structure (SMILES): CC[C@H](C)O.O.O.O
Total energy (eV): -12597.3160
Energy relative to the best compared isomer or geometry (same formula, charge and spin) (kJ/mol): 50.2
HOMO level (eV): -10.63
Charge: 0
LUMO (eV): 0.59

Positions of all 24 atoms, in Å:
C (0.9063, 2.1606, 0.8052)
C (0.0092, 0.9490, 0.6046)
C (-0.0191, 0.4989, -0.8436)
C (-1.3025, -0.1719, -1.2665)
O (1.0281, -0.4743, -1.1398)
H (0.5387, 3.1143, 0.4567)
H (1.8313, 1.9996, 0.2372)
H (1.2258, 2.3237, 1.8289)
H (0.4056, 0.1328, 1.2246)
H (-1.0192, 1.0743, 0.9444)
H (0.2196, 1.3202, -1.5139)
H (-1.2438, -0.5516, -2.2889)
H (-1.5010, -0.9921, -0.5955)
H (-2.1571, 0.5031, -1.1850)
H (1.8533, -0.0833, -0.8293)
O (1.9319, -3.1416, 2.6194)
H (1.1363, -2.9515, 2.1012)
H (1.8279, -4.1013, 2.6787)
O (1.1304, -2.2082, -3.3493)
H (1.0845, -1.6396, -2.5606)
H (1.5048, -1.6765, -4.0579)
O (-3.5048, 2.7106, 2.3598)
H (-4.3510, 2.2832, 2.5704)
H (-3.7525, 3.2670, 1.5996)

Forces on the atoms, in the same order (eV/Å):
0.7533 -0.0421 -0.0670
-0.0013 -0.1782 0.3200
0.3850 -0.6673 -0.8119
-0.2210 0.2440 -0.0535
-0.0521 0.3483 0.6253
-0.5625 0.1318 -0.2524
0.0436 -0.0008 0.0786
-0.1423 -0.1689 0.2667
-0.0829 -0.0231 -0.2448
0.0128 0.4117 0.0925
-0.3321 0.5294 0.0090
0.0449 0.0442 0.1189
-0.0654 -0.4842 0.1962
0.1252 0.1126 -0.0727
0.0800 -0.2149 -0.0667
-0.7109 -0.5235 -0.3307
0.2431 0.4906 0.0377
0.4707 0.0496 0.2682
-0.0699 -0.1434 -0.0247
0.0963 0.0513 -0.2465
-0.0329 0.0445 0.1776
-0.7523 0.1485 -0.5260
0.4270 0.0475 0.1048
0.3437 -0.2077 0.4015